Record 1
ORCA calculation (ωB97M-V/def2-TZVPD) on a molecular structure, C3H8N2O2 in a non-equilibrium geometry.

Positions of all 15 atoms, in Å:
C 1.42 -0.90 -0.32
C -0.44 0.46 -0.75
N -0.05 1.00 -1.93
N -2.39 -0.12 0.77
C -1.31 0.32 0.11
O 1.30 -1.49 0.74
O 2.35 0.07 -0.50
H 0.24 -0.54 2.15
H 2.58 0.43 0.37
H 1.19 -1.35 -1.30
H 0.95 1.20 -1.97
H -0.64 1.72 -2.30
H -2.57 -1.12 0.70
H -2.50 0.23 1.71
H -0.12 0.08 2.51

Values from the calculation:
E ... -378.97360 a.u.
Orbital gap ... 9.455 eV
Max |F| ... 2.67 eV/A
ΔE to the lowest compared entry with this formula, charge and spin ... 439.5 kJ/mol

Atom charges from the Mulliken analysis, given in e for atoms 1 to 4:
1 C 0.079
2 C 0.174
3 N -0.464
4 N -0.480

Record 2
ORCA calculation (ωB97M-V/def2-TZVPD) on a single C3H8N2O2 molecule in a non-equilibrium geometry.

Positions of all 15 atoms, in Å:
C -0.19 -0.30 2.31
N -0.15 0.35 1.00
C 0.60 -0.67 -0.24
O 1.18 -1.65 0.10
C -0.17 -0.20 -1.35
N 0.06 1.18 -1.64
O -0.33 -1.06 -2.44
H -1.03 -0.99 2.38
H -0.27 0.47 3.08
H 0.74 -0.84 2.52
H 0.14 1.32 1.09
H -0.98 0.17 0.13
H 0.92 1.37 -2.13
H -0.82 1.68 -1.70
H 0.31 -0.83 -3.13

Values from the calculation:
E ... -378.97755 a.u.
SMILES ... C[NH2+]/C([O-])=C(\N)O
Orbital gap ... 8.240 eV
Max |F| ... 2.41 eV/A
ΔE to the lowest compared entry with this formula, charge and spin ... 429.2 kJ/mol

Atom charges from the Mulliken analysis, given in e for atoms 1 to 4:
1 C -0.797
2 N -0.291
3 C 0.476
4 O -0.535

Record 3
ORCA calculation (ωB97M-V/def2-TZVPD) on a single C3H8N2O2 molecule in a non-equilibrium geometry.

Positions of all 15 atoms, in Å:
N -2.46 -0.82 -0.92
C -1.10 -0.99 -1.03
O -0.56 -1.98 -1.53
C -0.49 0.09 -0.24
N 0.61 -0.32 0.64
C 1.51 0.71 1.13
O 2.50 1.01 0.11
H -2.95 -1.64 -0.58
H -3.05 0.09 -0.95
H -0.06 0.64 -1.09
H -1.21 0.79 0.13
H 1.18 -1.16 0.39
H 0.88 1.62 1.19
H 1.88 0.52 2.15
H 3.32 1.45 0.62

Values from the calculation:
E ... -379.04397 a.u.
SMILES ... NC(=O)CNCO
Orbital gap ... 9.696 eV
Max |F| ... 4.29 eV/A
ΔE to the lowest compared entry with this formula, charge and spin ... 254.8 kJ/mol

Atom charges from the Mulliken analysis, given in e for atoms 1 to 4:
1 N -0.459
2 C 0.373
3 O -0.565
4 C -0.216

Record 4
ORCA calculation (ωB97M-V/def2-TZVPD) on a single C3H8N2O2 molecule in a non-equilibrium geometry.

Positions of all 15 atoms, in Å:
C -1.37 0.54 1.23
C -0.98 -0.31 0.03
O -2.08 -0.61 -0.76
N 0.07 0.24 -0.73
C 1.29 0.02 -0.40
N 2.30 0.54 -1.15
O 1.69 -0.90 0.49
H -2.21 0.09 1.75
H -0.53 0.62 1.92
H -1.65 1.54 0.88
H -0.58 -1.37 0.54
H -2.02 -0.07 -1.56
H 2.05 0.94 -2.03
H 3.21 0.13 -1.04
H 0.81 -1.39 0.82

Values from the calculation:
E ... -379.08976 a.u.
SMILES ... C[C@@H](O)/N=C(/N)O
Orbital gap ... 9.844 eV
Max |F| ... 3.16 eV/A
ΔE to the lowest compared entry with this formula, charge and spin ... 134.6 kJ/mol

Atom charges from the Mulliken analysis, given in e for atoms 1 to 4:
1 C -1.072
2 C 0.537
3 O -0.532
4 N -0.594